Here is C13H25HgO15S2 as an isolated structure from the Open Molecules 2025 dataset. Energies are from ωB97M-V/def2-TZVPD.

Cartesian coordinates (Å):
Hg: 0.9309 -1.5103 0.4120
O: 1.6830 -3.1936 -3.8470
C: 1.7502 -3.2629 -2.4698
O: 1.9219 -2.1829 -1.8195
O: 1.3015 -4.2604 -1.8773
H: 2.2259 -2.4020 -3.9798
O: 0.0116 -1.4939 4.9990
C: 0.9941 -1.9921 4.2031
O: 1.0055 -1.6485 2.9825
O: 1.8791 -2.7190 4.6856
H: -0.4928 -0.8509 4.4923
O: 1.9458 -5.7023 0.7560
C: 2.5321 -4.7783 1.5821
O: 3.0530 -5.2037 2.6489
O: 2.4948 -3.5458 1.3532
H: 2.1429 -6.5642 1.1281
C: 3.4587 0.7552 0.4037
O: 2.9098 -0.4105 0.9429
H: 2.7395 1.5888 0.4439
H: 4.3663 1.0966 0.9279
H: 3.7912 0.6435 -0.6429
C: -2.1656 -2.6423 0.0104
O: -0.8851 -3.1647 0.3548
H: -2.7631 -2.6229 0.9333
H: -2.0464 -1.6320 -0.4103
H: -2.6906 -3.2377 -0.7521
C: -1.7762 3.5413 2.5842
C: -2.1484 3.1114 1.1152
C: -2.4981 1.6329 1.1950
S: -1.1953 0.8751 2.3023
O: -0.1839 0.3247 1.4419
O: -1.8562 0.0932 3.3378
C: -0.7874 2.4788 3.0959
H: -2.6471 3.6873 3.2224
H: -1.1787 4.4542 2.5684
H: -1.1984 3.0924 0.5761
H: -2.9086 3.7754 0.7092
H: -2.4883 1.0226 0.2925
H: -3.3198 1.2632 1.8130
H: 0.1883 2.6827 2.6455
H: -0.5781 2.3317 4.1525
C: -1.1874 2.8392 -3.6853
C: -0.3978 1.8802 -4.5392
C: 0.5239 0.9665 -3.6689
S: 0.0726 1.2367 -1.9136
O: 0.9278 2.2781 -1.4117
O: -0.0826 -0.0449 -1.2575
C: -1.5234 2.0164 -2.4477
H: -2.0521 3.1992 -4.2443
H: -0.5757 3.7024 -3.4170
H: 0.1368 2.4987 -5.2640
H: -1.1045 1.2568 -5.0873
H: 1.6023 1.0080 -3.5039
H: 0.3019 -0.0941 -3.7945
H: -1.9268 2.6144 -1.6298
H: -2.2329 1.2123 -2.6483

## Properties
Total charge ... -3
HOMO level ... 0.094 hartree
Gap between HOMO and LUMO ... 2.442 eV
2S+1 ... 1
DFT total energy ... -70435.1032 eV